Record 1
49
Properties=species:S:1:pos:R:3:nbo_charge:R:1 method="wB97M-V/def2-TZVPD" total_charge=0 homo_ev=-7.404 energy_ha=-1984.28819 de_lowest_kcal_mol=0.83 gap_ev=6.760
Pt -0.52 -1.10 0.51 0.8209
N 2.03 -0.10 3.86 -0.7804
C 1.38 -0.34 2.70 0.3191
S -0.23 -1.02 2.82 -0.2352
N 2.01 -0.10 1.58 -0.4347
N 1.32 -0.41 0.47 -0.1606
C 1.91 -0.34 -0.70 0.1482
C 3.36 -0.13 -0.84 -0.1002
C 4.25 -0.89 -0.08 -0.1528
C 5.61 -0.74 -0.23 -0.2153
C 6.12 0.17 -1.14 -0.2001
C 5.25 0.95 -1.89 -0.2360
C 3.88 0.81 -1.73 -0.1422
C 1.04 -0.64 -1.82 0.1847
C 1.40 -0.60 -3.17 -0.2278
C 0.46 -0.88 -4.14 -0.1552
C -0.84 -1.22 -3.77 -0.2474
C -1.12 -1.30 -2.42 0.0697
N -0.22 -1.04 -1.48 -0.4275
H 1.46 -0.06 4.69 0.4014
H 2.82 0.52 3.82 0.3999
H 3.85 -1.61 0.62 0.2279
H 6.29 -1.34 0.37 0.2162
H 7.19 0.29 -1.26 0.2148
H 5.64 1.67 -2.60 0.2145
H 3.21 1.45 -2.29 0.2069
H 2.41 -0.36 -3.44 0.2359
H 0.73 -0.85 -5.19 0.2228
H -1.60 -1.44 -4.50 0.2287
H -2.10 -1.59 -2.06 0.2417
C -2.48 -3.23 0.73 -0.2353
O -2.37 -1.87 0.48 -0.8429
H -3.53 -3.54 0.62 0.1545
H -2.15 -3.49 1.75 0.1480
H -1.88 -3.85 0.04 0.1393
O -1.46 1.44 0.35 -1.0107
S -2.21 1.91 1.55 1.2277
C -3.39 3.22 0.97 -0.6013
C -4.81 2.67 1.03 -0.4103
C -4.80 1.61 2.14 -0.4113
C -3.59 0.75 1.85 -0.6099
H -3.06 3.49 -0.03 0.2439
H -3.26 4.08 1.63 0.2171
H -5.08 2.21 0.08 0.2087
H -5.53 3.46 1.25 0.2144
H -5.72 1.03 2.15 0.2237
H -4.70 2.10 3.11 0.1988
H -3.69 0.16 0.94 0.2633
H -3.31 0.08 2.66 0.2442



Record 2
9
Properties=species:S:1:pos:R:3:nbo_charge:R:1 method="wB97M-V/def2-TZVPD" total_charge=-1 homo_ev="-2.218 / -5.991" energy_ha=-838.19231 spin_multiplicity=3 s_squared=2.010 de_lowest_kcal_mol=41.22 gap_ev="6.377 / 6.263"
C 0.11 -0.13 -0.05 0.2778
O -0.54 2.10 -1.32 -0.9469
O 0.46 2.43 0.81 -0.9121
O -1.71 1.26 0.78 -0.9106
O -0.38 -0.82 -0.84 -0.4175
F 0.52 -0.74 1.16 -0.3641
S -0.48 1.61 0.03 2.2803
H 1.00 -2.50 -0.39 0.0304
H 1.01 -3.22 -0.19 -0.0373



Record 3
23
Properties=species:S:1:pos:R:3:nbo_charge:R:1 method="wB97M-V/def2-TZVPD" total_charge=0 homo_ev="-8.983 / -7.501" energy_ha=-1527.94572 de_lowest_kcal_mol=54.71 gap_ev="8.038 / 6.469"
C 2.08 -1.85 0.21 -0.2157
C 1.38 -1.46 -0.89 -0.2122
C 2.28 -1.05 1.35 -0.2153
C 0.90 -0.10 -0.86 -0.1852
C 1.66 0.16 1.49 -0.1898
C 0.81 0.55 0.37 -0.1505
C -2.08 0.31 -1.07 0.8501
C -0.99 2.28 -0.56 -0.1413
C 0.04 1.72 0.43 0.0312
N -2.08 -0.71 0.98 -0.3195
N -2.09 -0.82 -0.30 -0.2054
O -2.12 0.31 -2.28 -0.5644
O -2.14 1.45 -0.34 -0.4916
Cl -0.07 2.59 1.90 0.0229
Cl -2.48 -2.38 -1.16 0.0859
H 2.66 -2.78 0.19 0.2129
H 1.15 -1.89 -1.83 0.2288
H 2.65 -1.63 2.24 0.2226
H 0.42 0.24 -1.74 0.2182
H 1.74 0.77 2.40 0.2384
H -1.36 3.35 -0.38 0.2295
H -0.67 2.41 -1.56 0.2146
H -1.68 -1.50 1.41 0.3357



Record 4
10
Properties=species:S:1:pos:R:3:nbo_charge:R:1 method="wB97M-V/def2-TZVPD" total_charge=0 homo_ev=-10.409 smiles="CC(=O)C(=O)O" energy_ha=-342.37573 de_lowest_kcal_mol=50.33 gap_ev=10.166
C -1.20 0.23 0.01 -0.7274
C -0.02 -0.69 -0.09 0.4358
O -0.19 -1.84 0.16 -0.4534
C 1.48 -0.36 -0.11 0.6941
O 2.50 -0.91 0.02 -0.4809
O 1.41 0.99 0.20 -0.6741
H -1.15 1.07 -0.71 0.2160
H -1.94 -0.47 -0.10 0.2611
H -1.44 0.77 0.87 0.2616
H 0.54 1.21 -0.24 0.4673



Record 5
12
Properties=species:S:1:pos:R:3:nbo_charge:R:1 method="wB97M-V/def2-TZVPD" total_charge=0 homo_ev="-7.522 / -7.522" energy_ha=-360.48159 de_lowest_kcal_mol=117.86 gap_ev="7.134 / 7.132"
C 1.65 -1.23 0.75 0.9501
C 0.13 0.40 -0.15 -0.1588
C 0.38 -0.91 0.26 -0.2444
C -1.22 1.77 -1.44 -0.1039
O 0.04 -1.27 2.04 -0.9217
N -0.81 0.60 -1.12 -0.4175
O 2.74 -1.57 0.87 -0.3459
H -0.69 -1.91 2.01 0.4625
H 0.55 1.23 0.42 0.1743
H 0.00 -1.67 -0.41 0.2936
H -1.91 1.88 -2.26 0.1730
H -0.85 2.68 -0.96 0.1388



Record 6
48
Properties=species:S:1:pos:R:3:nbo_charge:R:1 method="wB97M-V/def2-TZVPD" total_charge=+2 homo_ev=-15.213 energy_ha=-3621.95782 de_lowest_kcal_mol=10.06 gap_ev=7.448
Rh -0.35 -0.16 0.04 0.9376
C 1.23 5.08 1.13 -0.4119
N 1.20 3.80 0.42 -0.2952
C 1.99 3.47 -0.64 -0.0319
C 1.64 2.20 -1.01 -0.0768
N 0.64 1.77 -0.19 -0.5388
C 0.39 2.75 0.67 0.0735
P -0.92 2.69 1.94 0.8119
C -0.45 1.09 2.67 0.0851
N -0.26 -0.06 2.02 -0.3974
C 0.02 -1.03 2.95 -0.0739
C -0.01 -0.45 4.18 -0.0313
N -0.30 0.87 3.99 -0.2909
C -0.46 1.86 5.07 -0.4118
C -2.23 2.01 0.88 0.0734
N -2.11 0.90 0.15 -0.4760
C -3.28 0.74 -0.54 -0.0533
C -4.11 1.77 -0.22 -0.0321
N -3.44 2.56 0.67 -0.2885
C -3.96 3.78 1.28 -0.4123
H 2.06 5.66 0.75 0.2468
H 0.31 5.63 0.95 0.2310
H 1.37 4.92 2.19 0.2275
H 2.73 4.14 -1.04 0.2552
H 2.03 1.61 -1.82 0.2406
H 0.20 -2.06 2.69 0.2614
H 0.15 -0.87 5.16 0.2595
H -0.31 1.35 6.01 0.2479
H 0.28 2.65 4.96 0.2300
H -1.46 2.28 5.04 0.2330
H -3.46 -0.10 -1.20 0.2593
H -5.11 1.99 -0.53 0.2566
H -5.03 3.83 1.08 0.2481
H -3.81 3.77 2.35 0.2296
H -3.48 4.66 0.84 0.2293
F -1.82 -1.80 -1.28 -0.3260
C -1.39 -1.89 0.03 0.4764
F -2.47 -1.86 0.82 -0.3080
C -0.71 -3.29 0.19 0.9079
F -0.38 -3.79 -0.98 -0.2843
F -1.49 -4.13 0.84 -0.2747
F 0.43 -3.16 0.91 -0.3428
O 1.38 -1.45 -1.47 -0.1668
N 1.42 -1.05 -0.35 -0.1237
Cl 4.37 -0.49 -0.99 -0.2484
Si 3.15 -1.09 0.47 1.4075
Cl 2.99 0.25 1.95 -0.3027
Cl 3.43 -2.96 1.09 -0.2295